{"formula": "C12H19BBrFIN2O", "method": "the ωB97M-V functional and the def2-TZVPD basis", "symbols": ["C", "B", "O", "N", "N", "C", "C", "C", "C", "Br", "C", "F", "C", "C", "C", "C", "C", "C", "I", "H", "H", "H", "H", "H", "H", "H", "H", "H", "H", "H", "H", "H", "H", "H", "H", "H", "H", "H"], "xyz": [[3.8026, 0.6376, 1.8462], [3.3728, 1.1542, 0.4438], [4.1564, 1.9168, -0.3361], [1.9929, 0.7155, -0.1042], [1.9562, -0.5668, -0.4929], [0.8030, -0.9655, -0.9581], [0.6921, -2.4072, -1.3541], [-0.0344, -3.1826, -0.2191], [0.7456, -4.4256, 0.1960], [-1.8255, -3.7393, -0.7542], [-0.3097, -0.1224, -1.0840], [-1.4122, -0.6244, -1.6120], [-0.2671, 1.1745, -0.6866], [-1.4615, 2.0446, -0.8072], [-2.6111, 1.5231, 0.1203], [-2.7320, 2.3908, 1.3989], [-3.9264, 1.3757, -0.6482], [0.9807, 1.5528, -0.1617], [1.2682, 3.4850, 0.5977], [4.4885, 1.3155, 2.3350], [4.3602, -0.2855, 1.6602], [2.9711, 0.3507, 2.4785], [5.0526, 1.5739, -0.4057], [1.6837, -2.8215, -1.4585], [0.0976, -2.5016, -2.2519], [-0.1343, -2.5665, 0.6643], [1.0418, -4.9875, -0.6820], [1.5986, -4.1611, 0.8065], [0.0778, -5.0688, 0.7523], [-1.2439, 3.0826, -0.6204], [-1.8196, 1.9293, -1.8261], [-2.3437, 0.5254, 0.4484], [-3.7766, 2.5563, 1.6225], [-2.2840, 1.8647, 2.2326], [-2.2012, 3.3280, 1.2878], [-4.0740, 2.1647, -1.3734], [-3.9528, 0.4053, -1.1279], [-4.7327, 1.3596, 0.0737]], "forces_ev_per_angstrom": [[-0.2, -0.5, -0.6], [0.7, 0.0, 1.0], [-0.6, -0.6, -1.0], [0.4, 0.4, 0.0], [-0.2, 0.9, 0.3], [0.1, -1.3, -0.7], [-0.6, 0.2, 0.9], [0.6, -0.5, -0.1], [-0.7, 0.0, -0.3], [0.0, 0.2, 0.0], [0.0, -0.3, -0.1], [0.2, 0.1, 0.1], [0.3, 0.7, 0.2], [-0.7, -0.9, 0.0], [0.1, 0.5, 0.2], [0.2, -0.5, -0.5], [0.3, -0.2, 0.5], [-0.5, 0.7, 0.1], [0.1, -0.4, -0.1], [0.0, 0.2, 0.2], [0.1, -0.2, 0.1], [-0.1, 0.1, 0.3], [0.4, 0.5, 0.3], [0.2, 0.0, -0.3], [0.2, -0.1, -0.4], [-0.4, 0.3, 0.1], [0.3, -0.1, -0.1], [0.3, 0.0, 0.0], [0.1, -0.2, 0.4], [0.1, 0.3, 0.0], [0.1, 0.2, -0.3], [0.1, -0.3, 0.1], [-0.1, 0.2, 0.2], [0.1, 0.0, 0.3], [-0.2, 0.4, 0.0], [-0.2, 0.2, -0.1], [0.0, -0.1, -0.5], [-0.4, 0.2, 0.0]], "lowdin_charge": [0.026, -0.618, 0.172, -0.010, 0.232, -0.166, -0.136, -0.729, -0.144, 0.736, -0.148, 0.142, -0.145, -0.122, -0.376, -0.042, -0.052, -0.523, 1.215, 0.080, 0.089, 0.074, 0.137, 0.122, 0.105, 0.087, 0.084, 0.085, 0.061, 0.061, 0.132, 0.117, 0.076, 0.077, 0.058, 0.087, 0.077, 0.078], "gap_ev": 8.523, "lumo_ev": -4.36, "total_charge": 1, "smiles": "CB(O)[n+]1nc(C[C@H](C)Br)c(F)c(CC(C)C)c1I"}

=====

{"formula": "C12H19BiNSi", "method": "the ωB97M-V functional and the def2-TZVPD basis", "symbols": ["C", "C", "C", "C", "C", "Bi", "N", "C", "C", "H", "H", "H", "H", "H", "H", "H", "H", "H", "H", "C", "Si", "C", "C", "C", "C", "H", "H", "H", "H", "H", "H", "H", "H", "H"], "xyz": [[-0.4458, 1.4148, -4.2957], [0.9544, 1.6485, -4.1320], [1.1317, 2.4990, -2.9932], [-0.1644, 2.7951, -2.4620], [-1.1361, 2.1201, -3.2624], [0.3939, -0.2547, -1.6321], [-1.2278, -1.6209, -2.2706], [-0.4236, -2.8258, -2.5316], [1.0219, -2.3373, -2.5624], [2.0814, 2.9006, -2.6318], [1.7459, 1.2855, -4.7884], [-0.3738, 3.4479, -1.6140], [-2.2172, 2.1917, -3.1515], [-0.9083, 0.8395, -5.0951], [1.3571, -2.1442, -3.5862], [-0.5749, -3.6555, -1.8150], [-2.0662, -1.8247, -1.7323], [1.7352, -2.9407, -2.0050], [-0.6860, -3.1887, -3.5368], [1.5340, -0.8950, 4.1190], [-0.0097, -0.0026, 3.5440], [-1.5504, -0.8979, 4.1126], [-0.0057, 1.7734, 4.1209], [-0.0353, -0.0324, 1.7129], [-0.0668, -0.2281, 0.4978], [1.6052, -0.9369, 5.2150], [2.4269, -0.3877, 3.7304], [1.5434, -1.9219, 3.7303], [-1.6271, -0.9435, 5.2072], [-2.4382, -0.3880, 3.7171], [-1.5562, -1.9216, 3.7164], [0.8814, 2.2883, 3.7290], [-0.8927, 2.2875, 3.7281], [-0.0062, 1.8564, 5.2174]], "forces_ev_per_angstrom": [[0.6, 0.4, 0.6], [-0.6, 0.5, 0.5], [-0.8, 0.2, -0.5], [0.5, -0.3, -0.7], [0.8, -0.1, 0.0], [-0.8, 0.2, -2.7], [0.1, -0.2, 0.4], [-0.2, 0.3, -0.4], [0.1, -0.1, 0.8], [-0.3, -0.2, -0.1], [-0.2, 0.0, 0.2], [0.1, -0.2, -0.2], [0.3, -0.1, 0.0], [0.1, 0.1, 0.2], [0.2, 0.2, 0.3], [0.0, 0.3, -0.1], [0.2, 0.3, 0.0], [0.1, -0.2, -0.2], [-0.1, -0.4, 0.1], [0.2, -0.1, 0.1], [-0.1, 0.0, -0.5], [-0.2, -0.1, 0.2], [0.0, 0.2, 0.2], [0.0, -0.2, -0.7], [0.1, -0.6, 2.6], [0.0, 0.0, -0.2], [-0.2, -0.1, 0.1], [0.0, 0.2, 0.1], [0.0, 0.0, -0.2], [0.1, -0.1, 0.1], [0.0, 0.2, 0.1], [-0.2, -0.1, 0.1], [0.2, -0.1, 0.1], [0.0, 0.0, -0.2]], "lowdin_charge": [-0.246, -0.280, -0.306, -0.279, -0.244, 1.620, -0.293, -0.499, -0.354, 0.058, 0.060, 0.062, 0.064, 0.065, 0.020, 0.083, 0.003, 0.003, 0.069, -0.201, 0.382, -0.203, -0.203, -0.248, -0.389, 0.024, 0.029, 0.030, 0.023, 0.030, 0.031, 0.031, 0.031, 0.025], "gap_ev": 6.149, "de_lowest_kcal_mol": 0.0, "lumo_ev": 2.82, "total_charge": -1}

=====

{"formula": "C12H19BiNSi", "method": "the ωB97M-V functional and the def2-TZVPD basis", "symbols": ["C", "C", "C", "C", "C", "Bi", "N", "C", "C", "H", "H", "H", "H", "H", "H", "H", "H", "H", "H", "C", "Si", "C", "C", "C", "C", "H", "H", "H", "H", "H", "H", "H", "H", "H"], "xyz": [[3.1158, -1.0097, -3.3397], [2.0656, -0.5219, -4.1868], [0.8980, -1.2922, -3.9207], [1.2144, -2.2530, -2.9107], [2.5827, -2.0808, -2.5432], [2.1588, 0.6120, -0.6425], [3.1787, -0.6060, 1.0066], [2.2285, 2.7407, -0.4618], [1.4555, 3.4567, -1.3278], [-0.0846, -1.1504, -4.3806], [2.1493, 0.3113, -4.8822], [0.5207, -2.9697, -2.4619], [3.1278, -2.6304, -1.7748], [4.1464, -0.6223, -3.2887], [1.8451, 3.7846, -2.2779], [1.8694, 2.3884, 0.5929], [2.3037, -0.2075, 1.4576], [0.4914, 3.7014, -0.8942], [3.3133, 2.3752, -0.6399], [-3.7210, 1.1102, 2.2446], [-2.3600, -0.1917, 2.2444], [-1.7597, -0.4577, 4.0116], [-3.1411, -1.8224, 1.7153], [-0.8960, 0.3868, 1.2514], [0.1342, 0.8285, 0.7059], [-4.4857, 0.8874, 3.0054], [-4.2223, 1.1714, 1.2690], [-3.2992, 2.1012, 2.4592], [-2.6025, -0.5885, 4.7047], [-1.1194, -1.3475, 4.0816], [-1.1655, 0.4037, 4.3427], [-3.5374, -1.7819, 0.6936], [-2.4256, -2.6535, 1.7635], [-3.9793, -2.0723, 2.3833]], "forces_ev_per_angstrom": [[-0.4, 0.1, 0.3], [0.0, -0.5, 0.7], [0.6, 0.1, 0.3], [0.5, 0.6, 0.0], [-0.4, 0.6, -0.4], [-0.5, -9.7, 0.4], [-2.4, 3.0, -2.2], [1.2, 3.5, 0.8], [1.3, -0.3, 2.4], [0.4, -0.1, 0.1], [0.0, -0.2, 0.1], [0.3, 0.3, -0.2], [-0.2, 0.1, -0.3], [-0.5, -0.3, -0.1], [-0.3, 0.0, -0.1], [0.4, 1.7, -1.6], [1.0, -1.0, 0.9], [-0.2, 0.1, -0.7], [-1.1, 2.4, 0.1], [0.0, 0.2, 0.0], [0.4, 0.0, 0.1], [0.1, 0.1, 0.1], [0.1, -0.1, -0.3], [0.9, 0.5, -0.5], [-1.2, -1.1, 0.4], [0.2, 0.0, -0.2], [0.1, 0.0, 0.2], [-0.1, -0.2, 0.0], [0.1, 0.0, -0.1], [-0.1, 0.2, -0.1], [-0.1, -0.2, 0.0], [0.1, 0.0, 0.1], [-0.1, 0.2, 0.0], [0.2, 0.2, -0.1]], "lowdin_charge": [-0.296, -0.246, -0.219, -0.216, -0.270, 1.481, -0.396, -0.506, -0.044, 0.057, 0.050, 0.062, 0.064, 0.056, 0.065, 0.041, -0.267, 0.068, 0.028, -0.209, 0.411, -0.207, -0.202, -0.248, -0.291, 0.025, 0.025, 0.024, 0.022, 0.031, 0.026, 0.025, 0.030, 0.027], "gap_ev": [5.189, 5.191], "de_lowest_kcal_mol": 117.2, "lumo_ev": [1.83, 1.83], "total_charge": -1}